Computed, not measured: the ion C6H13N with charge -1, with ωB97M-V/def2-TZVPD.

Charge: -1
HOMO energy (alpha / beta): 1.41 / -5.65 eV
2S+1: 2
Molecular weight: 99.2 g mol⁻¹
Relative energy (zero: lowest compared OMol25 entry of this formula, charge and spin): 53.9 kJ/mol
Orbital gap (alpha / beta): 2.23 / 9.16 eV

Structure (XYZ):
```
20
Properties=species:S:1:pos:R:3:mulliken_charge:R:1
C -2.525 0.823 -0.096 -3.643
C -1.028 0.993 0.129 0.455
C -0.308 -0.347 -0.057 -1.836
C 1.210 -0.253 -0.014 -0.908
C 2.992 -1.753 -0.993 -0.676
C 1.825 -1.571 -0.397 0.010
N -0.692 1.520 1.461 -1.316
H -2.689 0.323 -1.055 0.999
H -2.999 1.808 0.004 0.921
H -2.950 0.237 0.728 0.611
H -0.626 1.644 -0.644 1.147
H -0.616 -0.804 -0.999 0.565
H -0.666 -1.009 0.734 0.270
H 1.562 0.555 -0.670 0.175
H 1.570 0.057 0.970 0.237
H 3.501 -2.677 -1.217 0.299
H 3.537 -0.837 -1.211 0.244
H 1.151 -2.417 -0.248 0.239
H -1.381 1.179 2.127 0.757
H -0.867 2.529 1.447 0.452
```